a | # C27H34N9PdS2

A molecular structure, C27H34N9PdS2 (the ωB97M-V functional and the def2-TZVPD basis, OMol25).

Kohn-Sham gap	5.987	eV
LUMO level	0.100	Eh
highest occupied orbital energy	-3.26	eV

The geometry in ORCA input format:
```
! wB97M-V def2-TZVPD RIJCOSX def2/J DEFGRID3
* xyz -1 1
Pd 0.322 0.586 -0.013
S 0.342 -0.070 -2.447
S 0.145 2.722 1.501
N -1.552 3.717 -2.729
N 0.397 4.498 -2.609
N 0.382 3.383 -1.840
N 0.434 -1.071 2.387
N 0.254 -2.568 -1.349
N -1.140 1.823 1.887
N -0.749 4.710 -3.145
N 0.491 -1.966 -0.148
N -0.667 -2.375 -3.396
C 3.672 0.806 1.058
C -0.840 2.916 -1.929
C 0.992 5.787 4.000
C 2.220 1.820 3.203
C 2.463 1.460 0.827
C 0.888 -2.339 -5.335
C 3.420 1.166 3.423
C -3.144 2.816 -4.422
C 1.207 -2.617 0.694
C 1.052 4.847 2.986
C 0.886 -1.356 4.715
C 1.180 -2.144 2.105
C -0.037 -1.744 -2.331
C -2.933 1.326 -4.170
C 1.950 -3.882 0.373
C 0.053 3.886 2.876
C -2.257 3.312 -5.558
C 0.292 -0.693 3.646
C -0.472 -1.951 -4.767
C 1.842 -2.848 3.115
C -1.018 3.876 3.749
C -0.075 5.778 4.893
C -2.942 3.628 -3.139
C 1.686 -2.447 4.432
C 1.738 1.970 1.906
C -1.076 4.828 4.762
C 4.149 0.661 2.349
H -1.910 4.824 5.453
H -3.488 3.168 -2.315
H -1.222 3.002 -5.403
H 2.983 -3.824 0.726
H 2.136 1.600 -0.211
H -1.218 1.034 1.217
H 0.964 -2.082 -6.394
H 3.787 1.042 4.434
H -0.665 -3.376 -3.248
H -2.592 2.893 -6.508
H 1.061 -3.414 -5.233
H -1.776 3.115 3.619
H 1.779 6.525 4.098
H -0.124 6.515 5.685
H 1.644 2.192 4.042
H 1.490 -4.755 0.846
H 2.464 -3.699 2.876
H 1.877 4.846 2.283
H -3.633 0.939 -3.426
H 1.678 -1.814 -4.795
H 2.184 -2.990 5.227
H -0.326 0.189 3.787
H 1.948 -4.037 -0.702
H -3.295 4.652 -3.255
H 5.091 0.155 2.527
H -3.077 0.757 -5.091
H 0.726 -1.015 5.730
H -0.586 -0.868 -4.789
H 4.226 0.410 0.216
H -1.278 -2.380 -5.370
H -1.922 1.112 -3.812
H -1.234 2.024 -1.464
H -2.262 4.401 -5.638
H -4.192 2.978 -4.702
*
```

b | # C27H34N9PdS2

A molecular structure, C27H34N9PdS2 (the ωB97M-V functional and the def2-TZVPD basis, OMol25).

Kohn-Sham gap	6.286	eV
LUMO level	0.102	Eh
highest occupied orbital energy	-3.52	eV

The geometry in ORCA input format:
```
! wB97M-V def2-TZVPD RIJCOSX def2/J DEFGRID3
* xyz -1 1
Pd -0.116 0.194 0.059
S -2.447 -1.231 0.622
S 2.398 -0.142 -0.044
N 1.095 -3.452 1.735
N -3.232 1.155 -0.334
N 0.945 -4.452 0.949
N 0.433 -3.969 -0.196
N -4.587 -0.571 -0.848
N -2.009 1.676 -0.293
N 0.704 -2.307 1.150
N 0.298 3.157 -0.903
N 1.894 0.213 -1.497
C 2.126 1.203 1.204
C 0.218 5.918 -0.715
C 1.280 5.294 -1.347
C -1.941 2.941 0.003
C 2.912 2.338 1.337
C 0.155 -4.829 -1.329
C 6.015 0.578 -1.789
C 4.178 0.165 -0.296
C 0.717 1.962 3.005
C 2.600 3.284 2.303
C 6.894 0.562 -0.716
C 4.655 0.383 -1.579
C -5.378 -1.666 -0.322
C 1.013 1.010 2.036
C 6.412 0.336 0.567
C -3.152 3.679 0.510
C -0.802 5.143 -0.199
C -3.422 -0.141 -0.237
C 1.274 3.907 -1.387
C -0.764 3.746 -0.342
C 0.283 -2.637 -0.054
C -6.186 -1.279 0.917
C -2.327 -4.455 -1.623
C 1.509 3.092 3.140
C -1.512 -6.172 0.022
C 5.059 0.121 0.777
C -1.240 -5.479 -1.313
H -5.506 -1.058 1.740
H -2.325 -3.640 -0.897
H 2.092 5.857 -1.788
H -5.133 0.222 -1.159
H -6.847 -2.095 1.217
H 0.418 0.084 1.954
H -0.103 -1.965 -0.807
H -2.369 -6.841 -0.069
H 0.175 6.998 -0.638
H 0.920 -5.606 -1.316
H -0.651 -6.753 0.355
H -2.909 4.279 1.389
H 1.283 3.824 3.907
H -3.312 -4.924 -1.590
H 3.217 4.169 2.401
H 3.939 0.407 -2.390
H -6.048 -2.000 -1.119
H 3.763 2.493 0.688
H 0.268 -4.229 -2.233
H 7.952 0.727 -0.877
H -3.547 4.344 -0.265
H 4.682 -0.063 1.777
H -1.738 -5.430 0.789
H -2.188 -4.027 -2.619
H -1.638 5.617 0.298
H 7.093 0.342 1.409
H 2.092 3.359 -1.842
H -3.921 2.959 0.775
H -6.789 -0.390 0.720
H 0.840 0.217 -1.477
H -0.126 1.805 3.667
H -1.227 -6.234 -2.108
H 6.386 0.753 -2.792
H -4.691 -2.474 -0.076
*
```

Stability verdict: a, ahead by 0.884 eV

a | # C4H5FN2

2 unconnected molecules or ions with the total composition C4H5FN2 (the ωB97M-V functional and the def2-TZVPD basis, OMol25).

Kohn-Sham gap	10.820	eV
LUMO level	0.042	Eh
structure (SMILES)	FC1=CCC1.N#N
highest occupied orbital energy	-9.67	eV

The geometry in ORCA input format:
```
! wB97M-V def2-TZVPD RIJCOSX def2/J DEFGRID3
* xyz 0 1
F 1.392 -2.033 0.377
N 2.717 -1.461 -1.119
N 2.960 -2.390 -1.688
C -1.027 0.406 0.747
C -0.852 -1.080 0.345
C 0.535 0.464 0.785
C 0.456 -0.986 0.390
H -1.525 1.084 0.035
H -1.468 -1.903 -0.207
H 0.923 1.163 -0.019
H -1.516 0.430 1.754
H 1.060 0.715 1.779
*
```

b | # C4H5FN2

A single C4H5FN2 molecule (the ωB97M-V functional and the def2-TZVPD basis, OMol25).

Kohn-Sham gap	9.195	eV
LUMO level	-0.011	Eh
structure (SMILES)	F[C@H]1CN=CC=N1
highest occupied orbital energy	-9.50	eV

The geometry in ORCA input format:
```
! wB97M-V def2-TZVPD RIJCOSX def2/J DEFGRID3
* xyz 0 1
F -1.805 -0.295 -0.808
N -0.604 1.220 0.531
N 1.025 -0.855 -0.637
C 0.504 1.424 -0.042
C -1.082 -0.074 0.351
C 1.166 0.392 -0.860
C -0.021 -1.157 0.293
H -0.439 -2.085 -0.047
H 0.232 -1.316 1.377
H 1.857 0.725 -1.525
H 0.891 2.436 0.132
H -1.724 -0.415 1.236
*
```

c | # C4H5FN2

A single C4H5FN2 molecule (the ωB97M-V functional and the def2-TZVPD basis, OMol25).

Kohn-Sham gap	10.305	eV
LUMO level	0.034	Eh
structure (SMILES)	Cc1cc(F)[nH]n1
highest occupied orbital energy	-9.38	eV

The geometry in ORCA input format:
```
! wB97M-V def2-TZVPD RIJCOSX def2/J DEFGRID3
* xyz 0 1
F -2.688 -0.844 -1.286
N -0.342 -1.511 -0.945
N 0.833 -0.926 -0.510
C -1.354 -0.702 -0.874
C -0.928 0.430 -0.216
C 0.326 0.121 0.103
C 1.219 0.928 1.123
H -1.349 1.441 0.040
H 2.230 1.398 0.797
H -0.340 -2.074 -1.798
H 1.631 -0.032 1.720
H 0.763 1.771 1.848
*
```

Stability verdict: b, ahead by 0.130 eV

a | # CH8N2P

2 unconnected molecules or ions with the total composition CH8N2P (the ωB97M-V functional and the def2-TZVPD basis, OMol25).

Kohn-Sham gap	10.123	eV
LUMO level	-0.170	Eh
highest occupied orbital energy	-14.74	eV

The geometry in ORCA input format:
```
! wB97M-V def2-TZVPD RIJCOSX def2/J DEFGRID3
* xyz 1 1
P -0.797 -1.693 0.702
N -0.493 0.964 1.194
N 0.925 0.260 -1.255
C 0.095 -0.133 1.060
H -1.460 1.025 0.876
H 1.230 -0.159 1.273
H 0.337 1.060 -1.291
H 0.007 1.826 1.409
H 0.440 -0.467 -1.655
H 1.753 0.352 -1.809
H -0.121 -1.831 -0.553
H -1.917 -1.206 0.048
*
```

b | # CH8N2P

3 unconnected molecules or ions with the total composition CH8N2P (the ωB97M-V functional and the def2-TZVPD basis, OMol25).

Kohn-Sham gap	11.376	eV
LUMO level	-0.150	Eh
highest occupied orbital energy	-15.46	eV

The geometry in ORCA input format:
```
! wB97M-V def2-TZVPD RIJCOSX def2/J DEFGRID3
* xyz 1 1
P -0.532 0.043 0.276
N 1.070 -0.883 -0.291
N -0.986 0.795 -1.169
C 1.182 0.566 0.219
H -1.770 0.462 -1.616
H 1.346 -1.022 -1.280
H 1.873 0.738 1.159
H -2.033 -1.184 2.733
H 1.541 -1.575 0.156
H -2.403 -0.515 2.301
H -0.561 1.436 -1.801
H 1.273 1.137 -0.687
*
```

Stability verdict: a, ahead by 0.740 eV